# 1
Here is a structure of composition C19H28ErNO5 from the Open Molecules 2025 dataset. Energies are from ωB97M-V/def2-TZVPD.

Last column: Mulliken charge in e.
Positions of all 54 atoms, in Å:
H 1.905 3.641 -1.674  0.284
C -0.112 -3.516 1.832  -0.739
C -0.185 -0.060 -3.117  -0.808
H -0.149 1.295 -1.339  -0.858
Er -0.347 -1.039 1.054  1.399
C 1.249 2.769 0.202  0.194
O 1.815 3.463 1.321  -0.414
O 1.510 0.244 1.300  -0.492
H 1.286 -3.054 -2.110  0.339
C -2.676 0.555 1.217  -0.517
H 1.525 5.894 -0.916  0.319
H -1.099 -2.675 -3.876  0.396
H -2.743 1.634 1.055  0.466
H 2.444 -2.697 -0.186  0.571
C 1.778 -2.200 1.886  -0.488
H 2.667 -1.696 2.252  0.490
C 1.057 5.125 -0.296  -0.566
H -2.198 -1.847 -2.762  0.360
H -2.283 0.425 3.414  0.412
C -3.008 -0.459 0.268  -0.664
C 0.485 -3.544 0.528  -0.581
C 1.267 -2.074 -2.591  -1.770
H -1.783 0.568 -1.707  0.398
H -1.243 -3.259 -2.206  0.196
C -1.228 -2.357 -2.832  -1.382
H 0.163 -4.162 -0.314  0.564
H 0.127 3.536 -1.507  0.267
H -0.979 -4.099 2.145  0.551
C -0.694 0.441 -1.776  0.418
H 0.799 0.344 -3.386  0.360
C -0.089 -1.433 -2.442  1.340
H -3.381 -0.286 -0.736  0.764
H 1.887 1.896 -0.016  0.225
C 1.061 3.739 -0.975  -0.294
H -2.498 -2.252 3.072  0.583
C -2.546 -1.499 2.283  -0.498
C 0.681 -2.678 2.667  -0.474
C 1.817 4.874 1.017  -0.656
C 1.678 -2.765 0.585  -0.531
H -0.901 0.041 -3.933  0.342
O 1.906 1.410 3.162  -0.619
H 0.022 5.427 -0.085  0.266
H 2.054 -1.434 -2.177  0.356
H 0.565 -2.499 3.743  0.376
H -3.223 -2.674 0.477  0.491
H 1.488 -2.222 -3.659  0.468
H 1.382 5.409 1.872  0.304
O -0.338 -0.871 -1.067  -0.278
O 0.085 0.159 2.974  -0.584
H 0.256 2.379 0.529  -0.208
N 1.203 0.666 2.544  0.989
C -2.405 -0.088 2.461  -0.664
C -2.909 -1.727 0.917  -0.690
H 2.856 5.236 0.909  0.285

Net charge: 0
E, eV: -59502.49561
2S+1: 4



# 2
Here is a structure of composition C19H28IO2OsP2 from the Open Molecules 2025 dataset. Energies are from ωB97M-V/def2-TZVPD.

Last column: Mulliken charge in e.
Positions of all 53 atoms, in Å:
H -1.083 -1.405 6.401  0.452
C -0.176 -0.382 2.706  0.438
H -2.656 2.109 -0.070  0.414
O -0.126 0.938 -3.825  -0.360
C -0.021 -0.086 -4.471  0.758
H -3.990 0.969 0.248  0.467
C -2.180 0.090 -1.942  -0.797
H -2.863 -0.818 4.759  0.459
C 2.649 0.362 -2.306  -0.951
H -1.512 0.891 -2.278  0.330
H -1.946 -0.824 -2.509  0.042
Os 0.280 -0.044 0.601  1.218
H 3.334 1.601 1.089  0.404
C 2.233 -0.374 3.384  0.500
C 2.184 -1.482 0.034  -1.227
C 0.004 -0.209 -5.962  -1.106
H 2.001 1.109 -2.778  0.311
C 0.526 -0.936 5.026  0.755
C 3.610 1.140 0.133  -1.479
H -2.319 -0.398 2.413  0.293
C 1.558 -1.203 5.953  -0.625
H 2.480 -0.037 2.375  -0.246
I 0.222 -2.047 -3.410  0.514
H -2.271 -2.085 1.163  0.454
C -2.923 1.171 0.442  -1.465
H -3.229 0.384 -2.101  0.485
C -2.593 -1.781 0.164  -1.246
C 2.901 -1.045 5.622  -0.713
H 0.011 0.799 -6.387  0.372
H 4.270 -0.472 4.036  0.445
H -2.229 -2.503 -0.577  0.387
H 3.863 1.946 -0.573  0.505
H 2.944 -1.630 0.803  0.465
C -1.818 -0.790 4.456  -1.469
H 3.697 0.688 -2.385  0.535
C 0.225 1.798 0.800  0.141
H -2.750 1.300 1.517  0.485
H 1.147 -1.731 0.476  0.373
H -0.895 -0.727 -6.317  0.372
H 2.314 -2.102 -0.856  0.465
C -1.492 -0.498 3.113  -0.119
H -3.693 -1.754 0.123  0.415
C 0.877 -0.545 3.679  0.695
H 4.490 0.496 0.259  0.422
C -0.839 -1.073 5.386  -0.702
H 2.508 -0.597 -2.818  0.198
H 1.265 -1.564 6.938  0.444
H 3.684 -1.226 6.367  0.423
C 3.230 -0.629 4.318  -0.844
P 2.179 0.237 -0.561  0.612
H 0.913 -0.729 -6.279  0.403
O 0.178 2.965 0.906  -0.448
P -1.816 -0.167 -0.189  0.340

Net charge: +3
E, eV: -53366.09513
Energy above the lowest of the compared OMol25 structures with the same formula, charge and spin, eV: 0.409
2S+1: 5



# 3
Here is a structure of composition C19H28IrN3O2Sb2 from the Open Molecules 2025 dataset. Energies are from ωB97M-V/def2-TZVPD.

Last column: Mulliken charge in e.
Positions of all 55 atoms, in Å:
H -1.971 -1.359 3.292  0.656
C 0.842 -4.687 -2.858  -0.027
C 1.408 1.075 -2.930  0.470
H -2.714 0.725 4.124  0.532
O 2.404 1.178 -2.165  -0.733
C -1.419 2.332 4.649  -0.869
O -1.699 -0.126 -3.391  -0.592
C -3.174 1.186 0.947  -1.214
Sb 2.151 0.607 -0.096  0.862
H -3.185 -3.065 1.052  0.424
C -0.521 -4.780 -3.073  -0.797
H 4.577 0.506 1.068  0.384
C -0.667 0.481 -3.591  0.564
N 1.075 -3.563 -2.176  -0.073
Ir -0.402 -0.968 -1.259  1.393
H -2.077 -3.321 -2.433  0.464
C -1.147 -0.898 2.744  -1.718
C -0.153 1.299 -4.747  -0.541
C 0.620 0.852 3.223  1.686
H 2.048 1.188 -4.952  0.323
H -4.252 -2.032 0.061  0.412
H -0.355 -1.612 2.535  0.457
H -0.785 2.177 -4.885  0.308
N -0.078 -2.907 -1.903  -0.270
H -3.956 1.049 1.693  0.369
H -4.225 -1.837 1.831  0.433
H 0.145 3.762 4.990  0.465
C -3.628 -2.077 0.953  -1.250
H -1.046 -5.561 -3.596  0.408
H 1.954 -3.229 -1.819  0.189
C -0.724 0.353 3.314  0.886
C -1.711 1.132 4.045  -0.235
Sb -2.123 -0.624 0.731  0.361
H 1.653 -5.343 -3.138  0.480
H 4.683 1.242 -0.550  0.394
H 1.883 2.481 3.786  0.492
H 4.539 -0.531 -0.375  0.423
C 0.878 2.074 3.818  -0.354
C 1.289 1.650 -4.318  -0.374
N 0.295 0.431 -2.576  -0.605
H -2.172 2.876 5.204  0.490
C 4.244 0.433 0.033  -1.218
C 1.710 0.119 2.643  -2.477
H 1.648 -0.950 2.494  0.517
C -0.131 2.819 4.532  -0.531
H 2.655 3.007 1.025  0.379
H 2.003 3.213 -0.605  0.449
H 1.509 2.717 -4.297  0.356
C 1.889 2.665 0.328  -1.154
H -2.506 1.998 1.226  0.375
H 2.707 0.518 2.806  0.605
H 0.899 2.843 0.746  0.307
C -1.051 -3.650 -2.476  -0.090
H -3.629 1.409 -0.018  0.472
H -0.209 0.721 -5.668  0.337

Net charge: +3
E, eV: -44605.87962
2S+1: 6



# 4
Here is a structure of composition C19H28IrN9O5S from the Open Molecules 2025 dataset. Energies are from ωB97M-V/def2-TZVPD.

Last column: Mulliken charge in e.
Positions of all 63 atoms, in Å:
H 2.282 -1.678 -4.110  0.429
C 0.232 0.117 2.207  0.433
N 1.121 -1.413 -0.494  -0.038
H 1.444 1.889 2.306  0.436
H 3.604 -4.339 -0.034  0.359
C 1.269 -3.734 1.011  -1.230
C 1.622 -1.444 -3.271  -1.225
C 1.398 -2.525 -1.097  0.648
N -1.782 1.525 -0.571  -0.255
O 2.949 2.804 0.102  -0.786
N -0.223 3.237 5.382  -0.638
C 1.719 2.179 -1.855  -0.749
H 2.573 1.764 -2.391  0.348
H 0.282 4.446 1.012  0.473
C 0.086 3.963 3.096  -0.831
H -3.095 2.033 2.064  0.418
Ir -0.167 0.248 -0.600  1.149
N 1.637 -3.684 -0.395  0.091
O -3.287 3.523 -0.440  -0.724
H -4.723 -2.484 -1.632  0.381
H 0.758 3.421 5.518  0.233
H 2.512 -5.572 -0.689  0.316
N 0.477 1.433 -2.239  -0.663
H -0.265 2.125 -2.335  0.360
C -2.753 -1.631 -1.454  -0.063
H 3.136 -4.287 -1.736  0.381
O 0.085 -0.078 3.395  -0.745
H 0.075 -3.532 -3.746  0.350
H 0.303 -3.259 1.172  0.396
N 1.270 1.260 0.298  0.099
C -1.800 2.577 3.678  -0.696
C -2.207 2.576 2.364  -0.543
C -2.730 0.596 -0.830  0.727
H 1.621 3.226 -2.136  0.413
H 0.603 0.996 -3.144  0.261
H 2.069 -0.654 -2.675  0.257
H 2.012 -3.247 1.655  0.387
C -4.725 -0.406 -1.034  -0.291
C -0.634 3.253 4.057  1.059
H 0.695 -4.576 -2.459  0.419
O -0.895 3.749 -1.065  -0.775
C 2.037 2.121 -0.357  0.598
H 0.664 -1.102 -3.678  0.312
C -4.135 -1.608 -1.407  -0.795
S -1.925 3.125 -0.266  1.081
N -2.055 -0.540 -1.191  -0.159
C -1.450 3.251 1.409  0.017
N -4.047 0.695 -0.732  -0.572
H -2.192 -2.524 -1.705  0.436
N 1.453 -2.625 -2.457  0.273
H 1.199 -4.779 1.311  0.307
H 1.293 -1.489 0.502  0.060
H 1.719 -4.180 -3.851  0.324
O -0.571 -0.395 1.291  -0.793
C 2.783 -4.516 -0.736  -1.159
H -2.361 2.023 4.420  0.305
H 0.986 4.494 3.384  0.280
H 2.322 0.423 1.925  0.381
C 0.963 -3.794 -3.163  -1.222
C 1.402 0.980 1.709  -0.675
C -0.308 3.947 1.770  -0.226
H -5.804 -0.327 -0.960  0.417
H -0.520 2.422 5.896  0.241

Net charge: 0
E, eV: -57482.39231
Energy above the lowest of the compared OMol25 structures with the same formula, charge and spin, eV: 0.216
2S+1: 1



- Which value of 2S+1 does entry 3 give?
  6



What did the first record say?
Here is a structure of composition C19H28ErNO5 from the Open Molecules 2025 dataset. Energies are from ωB97M-V/def2-TZVPD.

Last column: Mulliken charge in e.
Positions of all 54 atoms, in Å:
H 1.905 3.641 -1.674  0.284
C -0.112 -3.516 1.832  -0.739
C -0.185 -0.060 -3.117  -0.808
H -0.149 1.295 -1.339  -0.858
Er -0.347 -1.039 1.054  1.399
C 1.249 2.769 0.202  0.194
O 1.815 3.463 1.321  -0.414
O 1.510 0.244 1.300  -0.492
H 1.286 -3.054 -2.110  0.339
C -2.676 0.555 1.217  -0.517
H 1.525 5.894 -0.916  0.319
H -1.099 -2.675 -3.876  0.396
H -2.743 1.634 1.055  0.466
H 2.444 -2.697 -0.186  0.571
C 1.778 -2.200 1.886  -0.488
H 2.667 -1.696 2.252  0.490
C 1.057 5.125 -0.296  -0.566
H -2.198 -1.847 -2.762  0.360
H -2.283 0.425 3.414  0.412
C -3.008 -0.459 0.268  -0.664
C 0.485 -3.544 0.528  -0.581
C 1.267 -2.074 -2.591  -1.770
H -1.783 0.568 -1.707  0.398
H -1.243 -3.259 -2.206  0.196
C -1.228 -2.357 -2.832  -1.382
H 0.163 -4.162 -0.314  0.564
H 0.127 3.536 -1.507  0.267
H -0.979 -4.099 2.145  0.551
C -0.694 0.441 -1.776  0.418
H 0.799 0.344 -3.386  0.360
C -0.089 -1.433 -2.442  1.340
H -3.381 -0.286 -0.736  0.764
H 1.887 1.896 -0.016  0.225
C 1.061 3.739 -0.975  -0.294
H -2.498 -2.252 3.072  0.583
C -2.546 -1.499 2.283  -0.498
C 0.681 -2.678 2.667  -0.474
C 1.817 4.874 1.017  -0.656
C 1.678 -2.765 0.585  -0.531
H -0.901 0.041 -3.933  0.342
O 1.906 1.410 3.162  -0.619
H 0.022 5.427 -0.085  0.266
H 2.054 -1.434 -2.177  0.356
H 0.565 -2.499 3.743  0.376
H -3.223 -2.674 0.477  0.491
H 1.488 -2.222 -3.659  0.468
H 1.382 5.409 1.872  0.304
O -0.338 -0.871 -1.067  -0.278
O 0.085 0.159 2.974  -0.584
H 0.256 2.379 0.529  -0.208
N 1.203 0.666 2.544  0.989
C -2.405 -0.088 2.461  -0.664
C -2.909 -1.727 0.917  -0.690
H 2.856 5.236 0.909  0.285

Net charge: 0
E, eV: -59502.49561
2S+1: 4



- What is the net charge in the third record?
  +3